(1)
Here is one molecule with the formula C31H27F3O4S from OMol25. Energies are from the ωB97M-V functional and the def2-TZVPD basis.

* electronic energy: -59759.8119 eV
* SMILES string: COc1ccc(/C=C/[C@H](c2ccc(OC)cc2)[C@H](c2ccc(C(F)(F)F)cc2)S(=O)(=O)c2ccccc2)cc1
* LUMO energy: 0.329 eV
* Kohn-Sham gap: 8.2 eV

The geometry in XYZ format:
```
66
Properties=species:S:1:pos:R:3:forces:R:3
C -5.863952 4.215540 -3.582342 0.7 0.3 1.0
O -5.209427 4.671184 -2.368198 -0.3 0.2 -0.2
C -4.114495 4.048473 -1.858100 0.4 -1.4 0.0
C -3.686021 4.400110 -0.550263 -1.4 0.6 -1.7
C -2.627980 3.776581 0.027620 1.7 -0.9 0.4
C -1.905168 2.733644 -0.616886 -1.8 0.7 -1.4
C -0.757481 2.128960 0.016739 0.4 0.3 0.7
C -0.077128 1.118574 -0.522899 0.9 0.5 0.2
C 1.063453 0.382057 0.115939 2.3 -0.1 2.6
C 2.021274 -0.258696 -0.901695 -1.2 -0.1 -0.5
C 3.402066 -0.291330 -0.661644 -0.4 1.4 0.7
C 4.276079 -0.836829 -1.562578 -0.2 -0.5 -0.5
C 3.741196 -1.484204 -2.703389 0.5 0.0 0.8
O 4.567824 -2.376918 -3.298245 0.1 -0.1 -1.2
C 4.135171 -3.009120 -4.519183 0.1 0.1 0.1
C 2.416828 -1.297455 -3.062797 -0.9 0.0 -0.1
C 1.511725 -0.763924 -2.135581 1.1 0.7 0.9
C 0.627136 -0.586629 1.258240 -2.1 -2.4 0.6
C -0.221962 0.114704 2.371881 1.2 -0.4 -0.6
C -1.530625 0.344762 2.020138 -1.3 0.0 0.6
C -2.404606 1.057751 2.863767 1.2 -0.6 0.0
C -1.915337 1.509103 4.098952 -0.9 -0.2 -1.1
C -2.799356 2.385605 4.939486 0.3 -0.1 0.4
F -2.483866 2.256597 6.265362 -0.5 0.5 -1.0
F -4.126035 2.094848 4.806043 1.1 0.6 0.1
F -2.584382 3.695434 4.568457 -0.7 -1.0 0.7
C -0.624297 1.209527 4.490927 0.7 -0.4 0.2
C 0.256414 0.527085 3.635011 -0.7 0.5 0.3
S 1.820137 -1.680517 2.238320 0.0 0.3 -1.9
O 3.112174 -1.061272 2.192508 0.6 0.6 0.6
O 1.133462 -1.956674 3.468379 0.3 -0.5 0.0
C 2.037198 -3.232151 1.365887 0.0 -0.4 0.5
C 1.467809 -4.341136 1.979710 -0.3 -0.8 -0.5
C 1.594988 -5.601607 1.372355 0.5 0.0 -0.8
C 2.299876 -5.732399 0.141894 -0.2 0.3 0.4
C 2.953569 -4.599689 -0.413257 -0.3 -0.8 0.5
C 2.876801 -3.377048 0.260511 0.0 0.0 -0.5
C -2.390435 2.329175 -1.903253 0.8 0.4 1.1
C -3.449693 2.980842 -2.519272 -0.4 0.5 0.0
H -6.751837 4.841344 -3.675759 0.2 -0.1 0.0
H -5.213037 4.361649 -4.443006 0.0 0.0 -0.1
H -6.148578 3.170226 -3.486217 0.0 -0.1 0.0
H -4.223431 5.209333 -0.071542 0.1 -0.1 0.2
H -2.285296 4.112541 1.015116 -0.2 -0.2 -0.3
H -0.513394 2.580804 1.006418 0.0 -0.7 -0.8
H -0.254811 0.890953 -1.578755 -0.1 -0.2 0.7
H 1.631706 0.872181 0.994518 0.1 1.4 -2.6
H 3.763779 0.169338 0.283892 -0.2 -0.4 -0.9
H 5.345734 -0.814175 -1.358483 -0.2 -0.3 -0.2
H 4.951036 -3.701494 -4.784072 -0.4 0.4 0.1
H 3.190315 -3.580776 -4.391571 0.5 0.4 0.1
H 3.999145 -2.263611 -5.330417 0.1 -0.4 0.4
H 2.049175 -1.539498 -4.063652 0.2 -0.4 0.5
H 0.442418 -0.717966 -2.390896 0.7 0.0 0.1
H 0.027649 -1.356084 0.729999 -0.2 0.0 0.8
H -1.883292 -0.093048 1.081122 -0.1 0.4 0.5
H -3.427413 1.177246 2.560146 -0.3 0.3 0.1
H -0.328601 1.411895 5.528351 0.0 0.2 -0.6
H 1.239229 0.282160 4.057601 -0.5 0.2 -0.6
H 0.928350 -4.230208 2.919750 0.1 0.0 -0.3
H 1.152228 -6.488612 1.850137 0.2 0.5 -0.3
H 2.358870 -6.729539 -0.357602 0.0 1.0 0.5
H 3.534014 -4.693405 -1.353522 -0.4 0.1 0.8
H 3.488081 -2.554412 -0.100813 -0.4 -0.1 0.1
H -1.861944 1.522847 -2.429605 -0.5 0.4 0.1
H -3.753030 2.667355 -3.529684 0.1 0.2 0.6
```
Forces are in eV/Å.

And the natural (NBO) charges, in e, turn out to be: atom 1 (C): -0.250, atom 2 (O): -0.502, atom 3 (C): 0.329, atom 4 (C): -0.269, atom 5 (C): -0.164, atom 6 (C): -0.132, atom 7 (C): -0.153, atom 8 (C): -0.210, atom 9 (C): -0.288, atom 10 (C): -0.063, atom 11 (C): -0.184, atom 12 (C): -0.275, atom 13 (C): 0.311, atom 14 (O): -0.496, atom 15 (C): -0.264, atom 16 (C): -0.276, atom 17 (C): -0.202, atom 18 (C): -0.434, atom 19 (C): -0.053, atom 20 (C): -0.189, atom 21 (C): -0.185, atom 22 (C): -0.152, atom 23 (C): 0.980, atom 24 (F): -0.328, atom 25 (F): -0.322, atom 26 (F): -0.330, atom 27 (C): -0.203, atom 28 (C): -0.127, atom 29 (S): 2.155, atom 30 (O): -0.958, atom 31 (O): -0.931, atom 32 (C): -0.259, atom 33 (C): -0.200, atom 34 (C): -0.225, atom 35 (C): -0.189, atom 36 (C): -0.210, atom 37 (C): -0.216, atom 38 (C): -0.105, atom 39 (C): -0.331, atom 40 (H): 0.205, atom 41 (H): 0.181, atom 42 (H): 0.183, atom 43 (H): 0.228, atom 44 (H): 0.217, atom 45 (H): 0.218, atom 46 (H): 0.203, atom 47 (H): 0.245, atom 48 (H): 0.247, atom 49 (H): 0.236, atom 50 (H): 0.206, atom 51 (H): 0.183, atom 52 (H): 0.182, atom 53 (H): 0.217, atom 54 (H): 0.213, atom 55 (H): 0.228, atom 56 (H): 0.225, atom 57 (H): 0.233, atom 58 (H): 0.233, atom 59 (H): 0.234, atom 60 (H): 0.249, atom 61 (H): 0.222, atom 62 (H): 0.221, atom 63 (H): 0.225, atom 64 (H): 0.251, atom 65 (H): 0.194, atom 66 (H): 0.217

---

(2)
Here is C31H27F5FeN8SSeSi as an isolated structure from OMol25. Energies are from the ωB97M-V functional and the def2-TZVPD basis.

* multiplicity: 5
* energy above the lowest of the compared OMol25 structures with the same formula, charge and spin: 2.7 kcal/mol
* electronic energy: -176540.1631 eV
* LUMO energy (alpha / beta): -1.164 / -1.362 eV
* Kohn-Sham gap (alpha / beta): 6.5 / 6.5 eV

The geometry in XYZ format:
```
75
Properties=species:S:1:pos:R:3:forces:R:3
Fe -0.573506 0.206563 -1.150682 0.5 0.3 0.1
C -0.375240 -4.185877 -2.009627 0.1 0.0 0.0
C -0.805210 -2.862625 -2.045026 0.0 0.0 0.0
N 0.026104 -1.870463 -1.777773 -0.1 0.0 0.1
C 1.286887 -2.178846 -1.456102 0.1 0.0 0.0
C 1.693367 -3.501746 -1.406944 0.0 0.0 0.0
N 0.867885 -4.506632 -1.690592 0.0 0.0 0.0
C 2.179248 -1.020737 -1.182118 0.0 0.0 0.0
C 3.500308 -1.128979 -0.777608 0.0 0.0 0.0
C 4.226465 0.029025 -0.519707 0.0 0.0 0.0
C 3.599631 1.257786 -0.701539 0.0 0.0 0.0
C 2.283854 1.282360 -1.133080 0.0 0.1 0.0
N 1.601687 0.164654 -1.352234 0.0 0.0 -0.1
C 1.507671 2.526439 -1.372861 0.0 0.0 0.0
C 2.082940 3.785213 -1.475614 0.0 0.0 0.0
N 1.357115 4.878208 -1.682315 0.0 0.0 0.0
C 0.045397 4.710851 -1.789819 0.1 0.0 0.0
C -0.541816 3.453562 -1.712418 0.0 0.0 0.0
N 0.189401 2.369049 -1.509908 0.0 -0.1 0.0
C 5.633870 -0.039779 -0.059704 0.0 0.0 0.0
C 6.513217 -0.985501 -0.573456 0.0 0.0 0.0
C 7.822690 -0.999943 -0.120019 0.0 0.0 0.0
N 8.296062 -0.156881 0.793819 0.0 0.0 0.0
C 7.447624 0.740621 1.287907 0.0 0.0 0.0
C 6.121669 0.841829 0.896937 0.0 0.0 0.0
H -1.058445 -4.996681 -2.227600 0.0 0.0 0.0
H -1.826653 -2.599799 -2.290119 0.0 0.0 0.0
H 2.706726 -3.771961 -1.139224 0.0 0.0 0.0
H 3.952477 -2.097736 -0.623113 0.0 0.0 0.0
H 4.132659 2.177337 -0.507486 0.0 0.0 0.0
H 3.155090 3.919783 -1.405531 0.0 0.0 0.0
H -0.556085 5.597056 -1.947469 0.0 0.0 0.0
H -1.609882 3.316185 -1.808380 0.0 0.0 0.0
H 6.197055 -1.685862 -1.335493 0.0 0.0 0.0
H 8.527957 -1.722509 -0.514092 0.0 0.0 0.0
H 7.846930 1.412706 2.038639 0.0 0.0 0.0
H 5.476712 1.577932 1.358990 0.0 0.0 0.0
F -5.878846 5.143139 -0.956781 0.0 0.0 0.0
C -5.175913 4.043638 -1.226972 0.0 0.0 0.0
C -5.032711 3.055251 -0.269831 0.0 0.0 0.0
F -5.609174 3.206867 0.923072 0.0 0.0 0.0
C -4.301674 1.916572 -0.561920 0.0 0.0 0.0
F -4.212416 0.984410 0.385758 0.0 0.0 0.0
C -3.690987 1.726092 -1.796747 0.1 0.0 0.1
Se -2.707279 0.137837 -2.176955 -0.8 -0.2 -0.7
C -3.864673 2.732215 -2.737901 0.0 0.0 0.0
F -3.299272 2.635841 -3.946943 0.0 0.0 0.0
C -4.590264 3.880150 -2.468471 0.0 0.0 0.0
F -4.724379 4.833458 -3.395086 0.0 0.0 0.0
C -5.334458 -3.063391 -1.607593 0.0 0.0 0.0
N -4.247997 -2.707332 -0.722354 0.0 0.1 -0.1
C -3.525584 -3.570189 0.004858 0.0 0.1 0.1
N -3.899150 -4.876918 -0.070767 0.0 0.0 0.0
S -2.208479 -3.081985 0.918386 0.0 -0.1 0.0
H -5.559776 -2.198719 -2.227283 0.0 0.0 0.0
H -6.240677 -3.338145 -1.059661 0.0 0.0 0.0
H -5.055634 -3.888586 -2.267611 0.0 0.0 0.0
H -3.941530 -1.739860 -0.716178 0.1 -0.1 0.0
H -4.817410 -5.133226 -0.392168 0.0 0.0 0.0
H -3.447074 -5.490479 0.584230 0.0 0.0 0.0
C 0.038686 -1.731250 4.227591 0.0 0.0 0.0
Si -0.117578 0.085937 3.822750 0.0 0.0 -0.1
C 1.421208 0.986762 4.397303 0.0 0.0 0.0
C -1.631570 0.829463 4.624665 0.0 0.0 0.0
C -0.300570 0.259203 2.013517 -0.1 0.0 0.0
C -0.569742 0.280552 0.820143 0.3 0.0 0.6
H 0.017585 -1.907224 5.305772 0.0 0.0 0.0
H 0.978409 -2.128315 3.837384 0.0 0.0 0.0
H -0.778517 -2.292035 3.769730 0.0 0.0 0.0
H 1.500607 0.963645 5.487030 0.0 0.0 0.0
H 1.403167 2.031567 4.081300 0.0 0.0 0.0
H 2.319458 0.521977 3.984555 0.0 0.0 0.0
H -1.611785 0.737465 5.712895 0.0 0.0 0.0
H -2.528539 0.332419 4.250884 0.0 0.0 0.0
H -1.707342 1.888625 4.370775 0.0 0.0 0.0
```
Forces are in eV/Å.

And the Löwdin charges, in e, turn out to be: atom 1 (Fe): 0.375, atom 2 (C): -0.107, atom 3 (C): -0.136, atom 4 (N): 0.067, atom 5 (C): -0.172, atom 6 (C): -0.054, atom 7 (N): 0.105, atom 8 (C): -0.166, atom 9 (C): 0.068, atom 10 (C): -0.125, atom 11 (C): 0.066, atom 12 (C): -0.172, atom 13 (N): 0.093, atom 14 (C): -0.172, atom 15 (C): -0.058, atom 16 (N): 0.097, atom 17 (C): -0.084, atom 18 (C): -0.054, atom 19 (N): 0.091, atom 20 (C): -0.173, atom 21 (C): -0.013, atom 22 (C): -0.133, atom 23 (N): 0.065, atom 24 (C): -0.131, atom 25 (C): -0.010, atom 26 (H): 0.113, atom 27 (H): 0.072, atom 28 (H): 0.113, atom 29 (H): 0.117, atom 30 (H): 0.117, atom 31 (H): 0.115, atom 32 (H): 0.115, atom 33 (H): 0.096, atom 34 (H): 0.114, atom 35 (H): 0.108, atom 36 (H): 0.109, atom 37 (H): 0.116, atom 38 (F): 0.127, atom 39 (C): -0.142, atom 40 (C): -0.144, atom 41 (F): 0.125, atom 42 (C): -0.254, atom 43 (F): 0.086, atom 44 (C): -0.494, atom 45 (Se): 0.735, atom 46 (C): -0.291, atom 47 (F): 0.072, atom 48 (C): -0.152, atom 49 (F): 0.118, atom 50 (C): -0.084, atom 51 (N): -0.069, atom 52 (C): -0.947, atom 53 (N): 0.086, atom 54 (S): 0.598, atom 55 (H): 0.084, atom 56 (H): 0.086, atom 57 (H): 0.084, atom 58 (H): 0.031, atom 59 (H): 0.082, atom 60 (H): 0.083, atom 61 (C): -0.187, atom 62 (Si): 0.385, atom 63 (C): -0.199, atom 64 (C): -0.189, atom 65 (C): -0.231, atom 66 (C): -0.197, atom 67 (H): 0.028, atom 68 (H): 0.028, atom 69 (H): 0.010, atom 70 (H): 0.027, atom 71 (H): 0.025, atom 72 (H): 0.021, atom 73 (H): 0.027, atom 74 (H): 0.032, atom 75 (H): 0.029

---

(3)
Here is C31H27FeN8SSe as an isolated structure from OMol25. Energies are from the ωB97M-V functional and the def2-TZVPD basis.

* net charge: -1
* electronic energy: -155077.4336 eV
* LUMO energy (alpha / beta): 2.135 / 2.135 eV
* Kohn-Sham gap (alpha / beta): 6.3 / 6.3 eV

The geometry in XYZ format:
```
69
Properties=species:S:1:pos:R:3:forces:R:3
Fe -0.891243 -0.058828 -0.361273 0.0 -0.2 -0.4
C 1.331079 0.323432 -6.125954 0.0 0.1 0.0
C 1.767384 -0.389322 -4.852848 -0.1 -0.1 0.1
N 0.688219 -1.113140 -4.217303 0.1 0.2 -0.1
C -0.093122 -0.639560 -3.208698 -0.2 -0.5 -0.2
S 0.311914 0.812658 -2.370011 -0.2 0.1 0.3
N -1.171904 -1.396040 -2.981071 0.4 0.6 0.3
N -1.822942 -0.872136 -1.899743 0.4 -0.3 -0.1
C -3.096474 -0.925475 -1.853951 -0.5 0.4 0.5
C -3.930835 -1.705681 -2.815610 0.0 0.0 -0.1
C -3.641461 0.071213 -0.902241 -0.2 -0.4 -0.4
C -5.001334 0.249256 -0.697169 -0.2 0.2 0.1
C -5.445906 1.376442 -0.022957 -0.2 -0.1 -0.1
C -4.521520 2.306243 0.407946 0.1 0.1 -0.1
C -3.176671 2.029022 0.210299 0.0 0.1 -0.1
N -2.733667 0.930379 -0.394074 0.2 0.0 0.3
H 2.182084 0.805801 -6.613323 0.0 0.0 0.0
H 0.888121 -0.377393 -6.838614 0.0 0.0 0.0
H 0.587503 1.087247 -5.891988 0.0 0.0 0.0
H 2.580794 -1.088296 -5.062231 0.0 0.0 0.0
H 2.136021 0.329502 -4.124623 0.0 0.0 0.0
H 0.271949 -1.885015 -4.714973 0.0 0.0 0.0
H -3.665952 -2.761549 -2.744895 0.0 0.0 0.0
H -4.995180 -1.595574 -2.624312 0.0 0.0 0.0
H -3.721564 -1.394858 -3.840817 0.0 0.0 0.0
H -5.703445 -0.483238 -1.065378 0.0 0.0 0.0
H -6.504734 1.526665 0.148456 0.0 0.0 0.0
H -4.818608 3.220961 0.901566 0.0 0.0 0.0
H -2.416777 2.724062 0.537792 0.0 0.0 0.0
N 8.865915 1.055836 2.504740 0.0 0.0 0.0
C 7.764658 0.891653 2.219314 -0.4 -0.1 -0.1
C 6.375195 0.683907 1.857638 0.5 0.1 0.1
C 5.725969 1.608782 1.046627 -0.1 0.0 -0.1
C 4.397327 1.408207 0.709619 0.1 0.1 0.0
C 3.712623 0.286552 1.165397 -0.3 -0.1 -0.1
C 4.371259 -0.631091 1.976681 0.1 0.0 0.1
C 5.697930 -0.435786 2.326926 -0.1 -0.1 0.0
C 2.276573 0.091980 0.794187 0.3 0.1 0.2
C 1.955873 -1.012375 0.034348 0.1 -0.1 -0.4
C 2.846786 -2.050900 -0.402133 -0.1 0.2 0.1
C 2.069716 -3.007860 -0.988178 -0.3 0.0 0.0
C 0.727536 -2.514393 -0.928809 0.1 -0.2 -0.1
N 0.656430 -1.332360 -0.363875 0.4 0.1 0.2
C 1.371137 1.003054 1.341974 0.1 0.1 0.0
C 1.632105 1.918026 2.405223 0.0 -0.2 -0.1
C 0.409400 2.388612 2.817987 -0.2 -0.1 -0.1
C -0.548465 1.755299 1.983195 0.0 0.2 0.3
N 0.011812 0.952456 1.093495 0.0 0.1 0.2
H 6.261845 2.475906 0.683902 0.0 0.0 0.0
H 3.877635 2.120462 0.081768 0.0 0.0 0.0
H 3.829714 -1.494986 2.339201 0.0 0.0 0.0
H 6.208634 -1.145052 2.964749 0.0 0.0 0.0
H 3.916085 -2.068681 -0.267214 0.0 0.0 0.0
H 2.385024 -3.948160 -1.413629 0.0 0.0 0.0
H -0.161559 -2.997744 -1.302547 0.0 0.0 0.0
H 2.597740 2.137736 2.833751 0.0 0.0 0.0
H 0.200566 3.066041 3.631288 0.0 0.0 0.0
H -1.619321 1.832060 2.059328 0.0 0.0 0.1
Se -1.830753 -1.781003 1.278306 -0.2 0.1 0.0
C -2.588672 -0.901660 2.784953 0.0 0.1 0.1
C -2.044106 -1.059311 4.062328 0.1 0.0 0.0
C -2.603629 -0.402834 5.146295 0.0 0.0 0.0
N -3.662840 0.410368 5.078061 0.1 -0.1 -0.2
C -4.184935 0.558734 3.857108 0.0 0.0 0.1
C -3.702211 -0.060496 2.716523 0.0 -0.1 -0.1
H -1.170901 -1.684780 4.197830 0.0 0.0 0.0
H -2.167687 -0.530084 6.133115 0.0 0.0 0.0
H -5.049932 1.214394 3.787125 0.0 0.0 0.0
H -4.202208 0.092709 1.771400 0.0 -0.1 0.1
```
Forces are in eV/Å.

And the natural (NBO) charges, in e, turn out to be: atom 1 (Fe): 0.691, atom 2 (C): -0.616, atom 3 (C): -0.220, atom 4 (N): -0.606, atom 5 (C): 0.304, atom 6 (S): -0.288, atom 7 (N): -0.486, atom 8 (N): -0.195, atom 9 (C): 0.199, atom 10 (C): -0.661, atom 11 (C): 0.213, atom 12 (C): -0.250, atom 13 (C): -0.170, atom 14 (C): -0.268, atom 15 (C): 0.069, atom 16 (N): -0.430, atom 17 (H): 0.201, atom 18 (H): 0.192, atom 19 (H): 0.217, atom 20 (H): 0.182, atom 21 (H): 0.236, atom 22 (H): 0.388, atom 23 (H): 0.237, atom 24 (H): 0.205, atom 25 (H): 0.237, atom 26 (H): 0.219, atom 27 (H): 0.213, atom 28 (H): 0.220, atom 29 (H): 0.216, atom 30 (N): -0.343, atom 31 (C): 0.297, atom 32 (C): -0.202, atom 33 (C): -0.155, atom 34 (C): -0.201, atom 35 (C): -0.024, atom 36 (C): -0.152, atom 37 (C): -0.172, atom 38 (C): 0.180, atom 39 (C): -0.005, atom 40 (C): -0.223, atom 41 (C): -0.328, atom 42 (C): 0.046, atom 43 (N): -0.433, atom 44 (C): -0.011, atom 45 (C): -0.237, atom 46 (C): -0.332, atom 47 (C): -0.004, atom 48 (N): -0.477, atom 49 (H): 0.221, atom 50 (H): 0.236, atom 51 (H): 0.228, atom 52 (H): 0.221, atom 53 (H): 0.212, atom 54 (H): 0.209, atom 55 (H): 0.212, atom 56 (H): 0.211, atom 57 (H): 0.211, atom 58 (H): 0.197, atom 59 (Se): -0.259, atom 60 (C): -0.117, atom 61 (C): -0.295, atom 62 (C): 0.024, atom 63 (N): -0.465, atom 64 (C): 0.018, atom 65 (C): -0.314, atom 66 (H): 0.220, atom 67 (H): 0.176, atom 68 (H): 0.173, atom 69 (H): 0.212